Here is one molecule with the formula C19H20O7 at a distorted geometry from OMol25. Energies are from ωB97M-V with the def2-TZVPD basis set.

The geometry in XYZ format:
```
46
Properties=species:S:1:pos:R:3:forces:R:3
C 2.560821 -2.762077 0.570142 -0.3547 0.6316 1.8166
C 1.445091 -1.833283 1.174148 1.3808 0.3695 -0.2232
C 1.979334 -0.940168 2.334932 -0.1553 -1.9465 1.5776
O 2.372100 -1.391872 3.402009 -0.5724 1.7054 -2.0426
O 1.817688 0.386185 2.035544 0.4029 0.2404 0.4560
C 1.739138 0.550638 0.601848 -0.0850 -0.5279 -1.1342
C 1.113303 1.881517 -0.014723 0.6068 -1.0607 1.6249
C -0.403800 1.840186 -0.212540 -0.0266 0.5075 0.5485
C -0.788982 2.977704 -1.110686 -0.5508 0.3176 1.0061
O -1.020681 4.276241 -0.696343 0.7081 -1.0084 0.0360
C -1.305026 4.977871 -1.824883 -0.5128 -1.8107 -2.0985
C -1.360456 4.134074 -2.917309 0.2327 1.8826 0.0080
C -0.998265 2.852461 -2.431283 0.1159 -0.0094 0.6562
C -0.890590 1.554957 -3.049786 -0.3826 -0.9173 -2.2949
O -1.110670 1.441581 -4.242893 0.0534 0.0686 -0.1423
C -0.560093 0.300840 -2.271426 -0.4445 0.4438 1.0368
C -0.950313 0.519125 -0.795780 0.0648 -0.8687 0.1473
C -0.504265 -0.688533 0.096825 -0.0814 0.6907 0.1943
C -0.958224 -2.063478 -0.417895 0.0012 -0.3551 -0.7305
O -0.480948 -3.134112 0.432861 0.5144 0.5825 -0.0637
C 0.197409 -2.648792 1.595135 -0.8917 -0.9307 0.7063
O 0.539544 -3.803827 2.362067 0.0189 0.9360 -0.6423
C -0.822398 -1.790524 2.359743 0.5907 -0.3284 -0.3815
C -1.105522 -0.538005 1.535431 -0.2373 -0.0190 -0.1540
O -2.516362 -0.331413 1.420245 0.0917 0.1896 -0.1690
C 1.057032 -0.751063 0.164673 -1.5580 -0.2398 -0.1407
H 2.175714 -3.347074 -0.241453 -0.3104 -0.3962 -0.2879
H 3.414488 -2.202438 0.230143 0.2029 0.6159 -0.3685
H 2.966812 -3.374434 1.375696 -0.2798 -0.3328 -0.1436
H 2.764963 0.469474 0.220214 0.0046 0.3694 0.2105
H 1.347205 2.720294 0.673735 0.0948 -0.3752 -0.5582
H 1.600679 2.051068 -0.980717 0.1166 -0.0759 0.2435
H -0.853943 1.986333 0.774073 -0.1744 0.0239 -0.1449
H -1.525583 6.016837 -1.816852 0.0296 0.5182 0.6407
H -1.538829 4.466036 -3.951155 0.0245 -0.4212 0.7407
H -1.106879 -0.561753 -2.687815 0.1133 0.6189 -0.0490
H 0.495450 0.071603 -2.391706 0.2653 0.1300 -0.0170
H -2.048114 0.614781 -0.767932 0.3154 -0.2022 0.0992
H -0.552714 -2.287879 -1.429119 -0.1402 0.3126 0.5371
H -2.052689 -2.133447 -0.496276 0.2089 0.1014 0.2160
H 0.106507 -4.553595 1.937660 -0.0354 0.0464 -0.0672
H -0.390357 -1.525595 3.303001 0.2067 0.1136 0.7086
H -1.746364 -2.358317 2.555008 0.4248 0.0320 -0.3110
H -0.667929 0.311451 2.062054 0.0806 0.1560 -0.2414
H -2.882847 -0.289656 2.312865 0.0619 -0.0119 -0.1886
H 1.449562 -1.089921 -0.781479 -0.1387 0.2339 -0.6165
```
Positions in Å, forces in eV/Å.

## Properties
HOMO-LUMO gap, eV: 9.63
E_HOMO, eV: -9.2
LUMO, eV: 0.462

Let us look at the natural (NBO) charges, expressed in e, one per atom: atom 1 (C): -0.600, atom 2 (C): -0.199, atom 3 (C): 0.801, atom 4 (O): -0.542, atom 5 (O): -0.511, atom 6 (C): 0.106, atom 7 (C): -0.418, atom 8 (C): -0.297, atom 9 (C): 0.433, atom 10 (O): -0.416, atom 11 (C): 0.089, atom 12 (C): -0.261, atom 13 (C): -0.282, atom 14 (C): 0.560, atom 15 (O): -0.539, atom 16 (C): -0.497, atom 17 (C): -0.199, atom 18 (C): -0.027, atom 19 (C): -0.086, atom 20 (O): -0.558, atom 21 (C): 0.578, atom 22 (O): -0.714, atom 23 (C): -0.483, atom 24 (C): 0.075, atom 25 (O): -0.733, atom 26 (C): -0.247, atom 27 (H): 0.222, atom 28 (H): 0.208, atom 29 (H): 0.244, atom 30 (H): 0.186, atom 31 (H): 0.242, atom 32 (H): 0.224, atom 33 (H): 0.237, atom 34 (H): 0.210, atom 35 (H): 0.245, atom 36 (H): 0.245, atom 37 (H): 0.225, atom 38 (H): 0.245, atom 39 (H): 0.186, atom 40 (H): 0.205, atom 41 (H): 0.489, atom 42 (H): 0.232, atom 43 (H): 0.235, atom 44 (H): 0.182, atom 45 (H): 0.477, atom 46 (H): 0.230